C7H5NO2 | the ωB97M-V functional and the def2-TZVPD basis

Last column: Löwdin charge in e.
Atoms and positions in Å:
O (2.032, -0.745, 1.564)  0.0706
C (0.887, -0.280, 1.344)  -0.4138
O (0.065, 0.340, 2.128)  0.0956
N (-0.860, 0.970, 1.392)  0.0182
C (-0.743, 0.682, -0.010)  -0.1449
C (-1.676, 0.523, -1.050)  -0.0383
C (-1.223, -0.050, -2.280)  -0.0180
C (0.220, -0.508, -2.221)  -0.0596
C (0.933, -0.740, -1.087)  -0.0520
C (0.473, -0.058, -0.053)  -0.1180
H (-1.919, 0.741, 1.645)  0.2078
H (-2.852, 0.706, -1.064)  0.1458
H (-1.747, -0.137, -3.208)  0.0837
H (0.761, -1.082, -3.079)  0.1289
H (1.770, -1.190, -1.430)  0.0940

The max |F| comes out at 0.1391 Eh/bohr. Its charge is 0. The LUMO energy is 0.005 hartree. The value obtained for the HOMO energy is -8.837 eV. As for the HOMO-LUMO gap: 8.983 eV. For the relative energy (zero: lowest compared OMol25 entry of this formula, charge and spin), the calculation gives 78.5 kcal/mol. As for the total energy: -474.8338 Eh.